No. 1
{"formula": "C26H42BrCaN3P2S", "method": "ωB97M-V with the def2-TZVPD basis set", "total_charge": 2, "species": ["C", "C", "C", "C", "N", "C", "C", "C", "C", "C", "C", "C", "C", "C", "Ca", "P", "H", "H", "H", "H", "H", "H", "H", "H", "C", "C", "H", "H", "H", "H", "H", "C", "C", "H", "H", "H", "H", "H", "C", "C", "H", "H", "H", "H", "H", "Br", "P", "C", "C", "H", "H", "H", "H", "H", "C", "C", "H", "H", "H", "H", "H", "C", "C", "H", "H", "H", "H", "H", "N", "C", "N", "S", "H", "H", "H", "H"], "positions_angstrom": [[3.761, -6.141, 4.826], [3.178, -6.210, 3.535], [2.764, -7.505, 3.102], [2.920, -8.601, 3.963], [3.455, -8.488, 5.176], [3.866, -7.299, 5.606], [3.019, -5.023, 2.757], [2.577, -4.037, 2.128], [1.242, -3.458, 1.867], [0.809, -2.398, 2.693], [-0.252, -1.607, 2.277], [-0.976, -1.935, 1.126], [-0.465, -2.901, 0.256], [0.651, -3.658, 0.608], [2.772, -2.014, 0.688], [-2.600, -1.201, 0.861], [2.356, -7.663, 2.102], [4.150, -5.196, 5.205], [2.616, -9.600, 3.644], [4.314, -7.248, 6.597], [1.081, -4.426, -0.066], [1.276, -2.291, 3.688], [-0.939, -3.061, -0.722], [-0.503, -0.716, 2.848], [-2.613, -0.029, -0.497], [-4.007, 0.234, -1.100], [-1.884, -0.388, -1.249], [-2.148, 0.882, -0.077], [-4.074, 1.290, -1.398], [-4.163, -0.392, -1.988], [-4.843, 0.036, -0.412], [-3.666, -2.607, 0.550], [-3.723, -3.615, 1.703], [-3.311, -3.095, -0.367], [-4.669, -2.226, 0.317], [-4.052, -4.592, 1.331], [-2.757, -3.782, 2.193], [-4.452, -3.309, 2.463], [-3.078, -0.348, 2.361], [-4.487, 0.239, 2.480], [-2.334, 0.446, 2.515], [-2.917, -1.074, 3.169], [-4.604, 0.668, 3.485], [-4.675, 1.055, 1.772], [-5.275, -0.515, 2.374], [0.965, -0.935, -1.211], [-0.496, -4.005, -4.103], [-1.983, -3.448, -3.160], [-3.247, -3.522, -4.021], [-1.802, -2.421, -2.811], [-2.089, -4.088, -2.273], [-4.142, -3.524, -3.387], [-3.306, -2.664, -4.701], [-3.260, -4.442, -4.620], [0.463, -2.457, -4.301], [1.056, -2.354, -5.706], [1.244, -2.443, -3.532], [-0.183, -1.597, -4.087], [1.419, -1.339, -5.891], [1.901, -3.041, -5.806], [0.310, -2.591, -6.472], [0.430, -4.978, -2.844], [0.264, -6.481, -3.104], [0.073, -4.702, -1.844], [1.485, -4.681, -2.902], [0.993, -7.051, -2.516], [-0.746, -6.806, -2.824], [0.429, -6.719, -4.163], [1.571, 2.597, -0.619], [1.121, 2.393, 0.640], [0.312, 3.399, 1.087], [1.593, 1.049, 1.595], [1.087, 3.266, -1.210], [2.029, 1.812, -1.077], [-0.148, 3.283, 1.981], [-0.070, 4.075, 0.430]], "forces_ev_per_angstrom": [[-0.1, 0.1, -0.2], [0.9, -1.0, 0.7], [0.2, 0.4, -0.2], [0.0, 0.8, -0.4], [0.0, -0.1, 0.2], [-0.1, 0.5, -0.6], [-1.7, 0.7, -0.6], [0.2, -2.4, 1.3], [0.2, 0.4, -0.1], [0.3, -0.4, 0.3], [-0.4, -0.1, 0.2], [0.3, 0.0, 0.5], [-0.7, -0.4, -0.1], [0.2, -0.6, 0.3], [0.0, 2.0, -1.2], [0.1, 0.0, -0.4], [0.1, 0.1, 0.3], [-0.2, -0.2, -0.1], [0.1, 0.3, 0.1], [-0.1, -0.1, -0.2], [-0.4, 0.6, 0.4], [-0.2, 0.3, -0.7], [0.2, -0.1, 0.5], [-0.1, -0.4, 0.1], [0.5, 0.1, -0.3], [-0.1, 0.1, -0.2], [-0.4, 0.1, 0.3], [-0.2, -0.3, -0.1], [0.0, -0.4, 0.0], [0.0, 0.2, 0.2], [0.3, 0.1, -0.1], [-0.4, -0.2, -0.3], [-0.2, -0.3, 0.3], [0.0, 0.2, 0.1], [0.2, -0.1, 0.0], [0.0, 0.2, 0.0], [-0.1, 0.1, -0.1], [0.2, 0.0, -0.1], [0.2, 0.0, 0.7], [-0.4, 0.2, 0.0], [-0.1, -0.1, -0.1], [0.0, 0.1, 0.0], [0.1, -0.2, -0.3], [0.1, -0.3, 0.1], [0.2, 0.1, -0.1], [1.1, 0.1, -0.3], [-0.3, -0.4, -0.7], [0.0, 0.1, 0.2], [-0.2, 0.1, 0.2], [-0.1, -0.1, 0.1], [0.0, 0.0, -0.1], [0.0, 0.1, -0.2], [0.0, -0.3, 0.1], [0.0, 0.3, 0.1], [0.2, 0.2, 0.2], [0.1, 0.2, 0.0], [-0.1, 0.2, -0.3], [0.0, -0.1, -0.1], [0.1, -0.1, 0.0], [-0.1, 0.0, -0.2], [0.2, 0.0, 0.1], [0.2, 0.1, 0.1], [0.2, 0.0, 0.2], [0.1, -0.2, -0.1], [-0.1, -0.1, -0.1], [-0.2, 0.0, -0.1], [0.2, 0.0, -0.2], [-0.1, 0.1, 0.3], [-0.2, -0.7, 0.3], [0.1, 0.6, -0.6], [0.1, -1.1, 0.1], [-0.3, 0.8, 0.1], [0.4, -0.2, 0.1], [-0.2, 0.3, 0.1], [0.2, 0.2, -0.2], [0.2, -0.2, 0.4]], "mulliken_charge": [-0.36, 0.55, -0.45, -0.31, -0.50, -0.34, -0.08, -0.22, -0.50, -0.72, -1.21, 0.30, 0.85, -0.03, 1.27, 1.22, 0.43, 0.41, 0.38, 0.38, 0.32, 0.41, -0.44, 0.50, 0.04, -1.39, 0.15, 0.39, 0.36, 0.35, 0.36, -0.25, -1.35, 0.08, 0.66, 0.43, 0.28, 0.35, -0.67, -1.40, 0.46, 0.46, 0.41, 0.35, 0.35, -0.63, -0.17, 0.81, -1.46, -0.57, 0.26, 0.36, 0.35, 0.42, 0.10, -1.43, 0.04, 0.29, 0.39, 0.34, 0.36, 0.70, -1.40, -0.87, 0.54, 0.40, 0.33, 0.38, -0.41, 0.52, -0.42, -0.31, 0.21, 0.16, 0.23, 0.20]}

No. 2
{"formula": "C54H54Ge2IN2S4Ti", "method": "ωB97M-V with the def2-TZVPD basis set", "multiplicity": 2, "s2": 0.76, "species": ["Ti", "C", "C", "C", "C", "C", "C", "C", "C", "C", "C", "C", "C", "C", "C", "C", "Ge", "S", "S", "Ge", "S", "S", "C", "C", "C", "C", "C", "C", "C", "C", "C", "C", "C", "C", "C", "C", "C", "C", "C", "C", "C", "C", "C", "C", "C", "C", "C", "C", "C", "C", "C", "C", "C", "C", "C", "H", "H", "H", "H", "H", "H", "H", "H", "H", "H", "H", "H", "H", "H", "H", "H", "H", "H", "H", "H", "H", "H", "H", "H", "H", "H", "H", "H", "H", "H", "H", "H", "H", "H", "H", "H", "H", "H", "H", "H", "H", "H", "H", "H", "H", "H", "H", "H", "H", "H", "N", "C", "I", "C", "C", "C", "C", "C", "N", "H", "H", "H", "H"], "positions_angstrom": [[2.731, 0.291, 0.424], [2.480, -1.802, 5.568], [1.461, -0.858, 4.965], [0.247, -1.318, 4.466], [-0.747, -0.481, 3.887], [-2.050, -1.094, 3.312], [-0.507, 0.868, 3.933], [0.666, 1.402, 4.504], [0.991, 2.839, 4.483], [1.611, 0.536, 5.023], [-1.555, 1.841, 3.385], [-2.452, 2.372, 4.357], [-3.455, 3.180, 3.865], [-3.488, 3.570, 2.500], [-2.526, 3.107, 1.577], [-1.635, 2.090, 2.015], [-0.298, 1.402, 0.782], [1.745, 2.282, 1.012], [-1.023, 1.100, -1.311], [0.410, -0.663, -1.453], [2.346, -0.148, -1.974], [0.424, -0.827, 0.872], [-0.454, -2.109, -2.456], [-0.292, -3.475, -2.028], [-1.108, -4.444, -2.617], [-1.918, -4.154, -3.713], [-1.934, -2.891, -4.265], [-1.214, -1.863, -3.593], [-1.103, -0.581, -4.317], [-2.171, 0.308, -4.266], [-3.486, -0.134, -3.575], [-2.121, 1.575, -4.836], [-1.016, 1.905, -5.656], [-0.821, 3.231, -6.351], [-0.055, 0.919, -5.865], [-0.052, -0.294, -5.206], [1.072, -1.200, -5.587], [0.625, -3.994, -0.899], [1.955, -4.269, -1.121], [2.682, -3.794, -2.386], [2.663, -5.142, -0.211], [2.039, -5.712, 0.847], [2.811, -6.651, 1.747], [0.692, -5.299, 1.096], [-0.027, -4.478, 0.241], [-1.384, -3.974, 0.620], [-2.448, 3.729, 0.228], [-3.331, 3.309, -0.732], [-4.396, 2.261, -0.402], [-3.352, 3.860, -2.016], [-2.305, 4.815, -2.330], [-2.328, 5.487, -3.712], [-1.395, 5.242, -1.340], [-1.458, 4.711, -0.052], [-0.608, 5.440, 0.980], [2.107, -2.331, 6.481], [3.309, -1.212, 5.904], [2.812, -2.637, 4.820], [-0.034, -2.361, 4.397], [-2.620, -1.692, 4.057], [-1.876, -1.616, 2.392], [-2.736, -0.252, 3.103], [0.705, 3.110, 3.450], [1.993, 3.082, 4.697], [0.268, 3.459, 5.137], [2.593, 0.992, 5.425], [-2.266, 2.070, 5.372], [-4.156, 3.610, 4.563], [-4.277, 4.260, 2.126], [-1.048, -5.466, -2.212], [-2.567, -4.951, -3.996], [-2.395, -2.688, -5.218], [-3.908, -1.029, -4.115], [-4.145, 0.683, -3.597], [-3.321, -0.561, -2.552], [-2.980, 2.186, -4.712], [-0.375, 3.010, -7.354], [0.080, 3.683, -5.850], [-1.654, 3.872, -6.378], [0.718, 1.091, -6.547], [1.376, -1.811, -4.725], [1.966, -0.518, -5.662], [0.887, -1.717, -6.516], [3.430, -2.996, -2.049], [1.937, -3.320, -3.026], [3.184, -4.607, -2.849], [3.705, -5.261, -0.386], [3.304, -7.496, 1.227], [2.163, -7.240, 2.437], [3.459, -6.030, 2.390], [0.222, -5.704, 1.995], [-1.367, -4.025, 1.709], [-2.157, -4.677, 0.312], [-1.617, -2.936, 0.352], [-3.964, 1.435, 0.157], [-4.884, 1.774, -1.274], [-5.304, 2.603, 0.146], [-4.126, 3.650, -2.714], [-1.984, 6.515, -3.660], [-3.382, 5.507, -4.135], [-1.722, 4.958, -4.397], [-0.698, 6.091, -1.525], [0.490, 5.501, 0.693], [-0.547, 4.733, 1.835], [-1.029, 6.362, 1.302], [5.698, 0.868, -0.934], [4.750, 0.767, -0.337], [3.890, -2.532, 0.872], [4.521, -1.176, 2.442], [5.300, -1.424, 3.576], [5.553, -0.306, 4.438], [4.962, 0.957, 4.203], [4.083, 0.999, 3.166], [3.855, -0.028, 2.335], [5.765, -2.360, 3.670], [6.164, -0.535, 5.325], [5.203, 1.760, 4.863], [3.544, 1.886, 2.932]], "forces_ev_per_angstrom": [[0.8, -0.4, -0.8], [-0.3, -1.6, -0.6], [-1.0, -0.2, 0.5], [-0.8, 0.1, -1.1], [0.2, -1.5, 0.8], [-0.2, 1.6, 1.4], [-0.7, 1.7, -0.6], [0.5, -1.2, 0.5], [-3.5, 1.4, -0.4], [1.8, 0.1, 0.4], [0.4, -1.1, 1.2], [1.0, -0.4, -2.4], [-0.1, 0.7, -0.5], [0.1, -0.2, 0.0], [-0.6, -0.1, 1.3], [-0.1, 1.4, 0.5], [0.7, -0.7, -0.6], [-0.7, 0.7, 0.0], [0.1, 0.2, 0.1], [-2.0, 0.1, 0.3], [1.6, 0.3, 0.0], [-0.1, 0.0, -0.1], [0.4, -1.8, 0.7], [-0.2, 0.8, 0.5], [0.7, 0.1, 0.3], [0.0, -0.1, 0.9], [1.0, 0.3, 1.1], [0.2, -0.8, -1.4], [-0.1, 0.6, -0.6], [-1.3, -0.1, 1.0], [1.8, -2.1, -0.2], [1.4, -0.9, -0.9], [-0.9, -0.2, 0.3], [3.0, -1.3, -0.1], [-1.4, 0.4, 1.0], [-0.5, 0.1, 0.2], [1.6, 1.0, 1.6], [-1.1, 0.3, -1.4], [1.2, -1.1, -0.1], [-0.2, 1.7, 2.1], [-1.0, 1.8, -1.8], [-1.3, -0.1, 0.7], [-0.9, -0.7, 0.9], [0.6, -0.9, 0.3], [1.0, 0.5, 0.5], [-0.1, -0.6, 1.0], [1.5, 0.3, 0.6], [-2.3, -0.6, -1.4], [-0.9, -0.4, -0.3], [3.2, 1.9, 1.1], [-1.5, -0.1, -0.2], [-1.8, 0.1, 0.9], [-0.7, -0.3, -0.6], [-0.4, 0.9, -0.5], [1.6, -3.1, 0.5], [0.0, 0.4, -0.8], [0.7, 0.1, 0.0], [-0.5, 1.6, 1.3], [0.6, -0.4, 0.3], [0.8, 0.0, -0.5], [0.1, -0.5, -0.3], [0.3, -0.4, -0.2], [0.6, 0.6, 0.4], [1.1, 0.2, 0.3], [1.2, -0.9, -0.8], [-1.8, -0.9, -0.5], [-0.4, 0.2, 0.3], [-0.3, 0.0, -0.1], [0.7, -0.5, 0.5], [-0.1, 0.5, -0.3], [-0.3, -0.3, -0.8], [-0.3, 0.1, 0.0], [0.2, 1.1, 0.2], [-1.1, 0.9, 0.3], [-0.1, 0.8, -0.6], [-0.4, 0.8, 0.0], [-0.9, 0.4, 0.5], [-1.1, 0.2, -0.2], [-0.9, 0.8, -0.1], [1.1, 0.4, -1.0], [-0.4, -0.5, -0.6], [-0.7, -0.8, -0.5], [0.1, -0.4, 0.0], [-0.8, -1.0, -0.9], [0.4, -0.1, -0.3], [0.4, -0.6, -0.6], [0.7, -0.5, -0.2], [0.3, 1.0, -0.1], [0.0, 0.8, -0.3], [0.2, -0.6, -0.4], [0.0, 0.2, -0.2], [-0.4, 0.2, 0.1], [-0.2, 0.3, -0.3], [0.2, -0.5, -0.3], [0.1, 0.0, 0.2], [0.8, 0.5, 0.0], [0.9, 0.3, 0.1], [-0.4, -0.3, -0.5], [0.1, 0.1, 0.0], [1.2, -0.1, 0.5], [0.7, -0.6, -0.8], [-0.5, -0.9, -0.1], [-1.5, 0.4, -0.1], [-0.1, 0.7, 0.1], [-0.3, 0.8, 0.1], [3.8, 0.4, -2.1], [-4.1, -0.4, 2.2], [0.7, 0.6, 1.4], [-0.8, 0.1, 0.6], [-0.2, 2.5, -0.6], [-0.4, -1.3, -0.5], [1.3, -2.5, 0.6], [-0.1, -0.1, -0.7], [0.0, 0.3, -0.5], [0.6, -1.0, 0.5], [-0.2, 0.5, -0.5], [-0.2, 0.6, 0.1], [-0.5, 0.6, -0.1]], "mulliken_charge": [-0.19, -1.51, 0.44, -0.70, 0.75, -1.07, 0.64, 0.58, -1.59, -0.57, -0.26, -0.72, -1.31, -0.58, 0.36, 1.09, -0.37, -0.39, 0.25, 0.44, -0.62, -0.62, 0.24, -0.26, -0.92, -1.32, -0.45, 1.02, 0.50, 0.95, -1.44, -0.52, 0.17, -1.93, -0.97, 0.35, -1.06, 1.12, 0.24, -0.82, -0.77, 0.57, -1.32, -0.72, 0.46, -1.66, 0.26, 0.73, -1.49, -0.68, 1.03, -1.50, -1.16, 1.21, -1.24, 0.39, 0.36, 0.15, 0.43, 0.50, -0.17, 0.32, 0.12, 0.46, 0.33, 0.42, 0.63, 0.37, 0.45, 0.49, 0.46, 0.65, 0.29, 0.53, 0.15, 0.46, 0.46, 0.34, 0.49, 0.59, -0.19, 0.45, 0.35, -0.03, -0.06, 0.56, 0.63, 0.35, 0.38, 0.21, 0.40, 0.48, 0.44, 0.05, 0.19, 0.36, 0.32, 0.55, 0.47, 0.33, 0.07, 0.38, 0.35, 0.08, 0.40, -0.62, 0.13, 0.17, 0.13, -0.57, -0.38, -0.90, -0.30, 0.44, 0.60, 0.35, 0.54, 0.53]}

No. 3
{"formula": "C27H34NOSiV", "method": "ωB97M-V with the def2-TZVPD basis set", "multiplicity": 4, "total_charge": -1, "s2": 3.78, "species": ["C", "C", "C", "H", "C", "C", "H", "C", "C", "C", "H", "C", "C", "H", "H", "H", "H", "H", "H", "V", "C", "C", "C", "H", "H", "H", "H", "H", "H", "C", "C", "H", "H", "O", "N", "C", "H", "C", "C", "H", "C", "H", "C", "H", "C", "H", "C", "H", "H", "H", "C", "Si", "C", "C", "C", "C", "H", "H", "H", "H", "H", "H", "H", "H", "H"], "positions_angstrom": [[2.184, 0.036, 1.753], [2.352, -0.767, 0.600], [1.980, 0.010, -0.535], [2.757, -1.771, 0.598], [1.554, 1.315, -0.061], [1.743, 1.327, 1.351], [1.402, 2.174, -0.725], [-1.113, -2.558, 1.709], [0.216, -2.621, 1.214], [0.186, -2.387, -0.190], [1.052, -3.008, 1.760], [-1.183, -2.029, -0.538], [-1.967, -2.182, 0.633], [2.007, -0.299, -1.579], [1.589, 2.196, 2.015], [2.501, -0.263, 2.742], [-3.056, -2.111, 0.615], [0.955, -2.677, -0.900], [-1.457, -2.853, 2.703], [0.246, -0.188, 0.620], [-1.619, -1.432, -1.883], [-3.106, -1.085, -1.877], [-1.265, -2.414, -3.030], [-3.710, -1.987, -1.715], [-3.405, -0.626, -2.826], [-3.332, -0.373, -1.066], [-1.808, -3.363, -2.926], [-0.185, -2.638, -3.004], [-1.512, -1.952, -3.999], [-0.743, -0.165, -2.072], [-1.200, 1.265, -1.748], [-0.122, -0.256, -2.976], [0.113, -0.344, -1.367], [-1.039, 1.579, -0.528], [-1.647, 2.102, -2.766], [-0.704, 2.854, -3.640], [-2.516, 2.582, -2.523], [0.550, 2.067, -3.908], [1.815, 2.537, -3.525], [1.895, 3.508, -3.028], [2.973, 1.804, -3.829], [3.966, 2.207, -3.585], [2.866, 0.537, -4.421], [3.762, -0.079, -4.575], [1.596, 0.048, -4.739], [1.482, -0.967, -5.100], [0.479, 0.870, -4.615], [-0.484, 0.566, -5.011], [-0.402, 3.808, -3.172], [-1.181, 3.102, -4.606], [-1.833, 1.201, 5.958], [-0.416, 0.319, 5.148], [1.197, 1.211, 5.525], [-0.281, -1.478, 5.650], [-0.743, 0.400, 3.360], [-0.792, 0.443, 2.132], [-1.787, 1.172, 7.048], [-2.768, 0.735, 5.631], [-1.837, 2.249, 5.636], [1.233, 1.405, 6.606], [2.088, 0.627, 5.264], [1.261, 2.180, 5.013], [-1.222, -2.006, 5.449], [0.522, -2.014, 5.128], [-0.084, -1.542, 6.726]], "forces_ev_per_angstrom": [[0.7, 0.2, -0.5], [1.0, 0.9, -0.4], [1.5, 0.7, -0.3], [-0.3, 0.1, -0.1], [2.3, 0.3, -0.5], [0.1, 0.5, -0.2], [-0.3, -0.4, 0.6], [-0.5, -0.5, -0.8], [-1.5, -0.8, -0.3], [-1.6, 0.1, -0.1], [0.3, 0.0, 0.2], [0.3, -0.6, 0.5], [0.3, -0.6, -0.2], [0.2, 0.1, 0.3], [-0.2, -0.8, -0.5], [-0.5, 0.0, 0.1], [0.4, 0.3, 0.4], [0.1, 0.5, 0.1], [0.3, 0.5, -0.3], [-0.1, -1.0, 0.6], [0.1, -0.3, 0.5], [-0.1, 0.0, 0.1], [-0.1, 0.3, 0.2], [0.1, 0.2, 0.0], [0.0, -0.1, 0.0], [0.1, -0.3, -0.2], [0.1, 0.2, 0.0], [-0.4, 0.1, -0.1], [0.1, -0.2, 0.1], [1.9, 0.1, -0.1], [1.8, -1.4, 3.5], [-1.2, 0.3, 0.0], [-1.0, 0.4, -0.8], [-1.9, 0.0, -4.1], [-0.9, 0.6, -0.8], [-0.1, 0.1, 0.5], [0.8, 0.2, 0.0], [0.8, 0.2, -0.5], [0.0, -0.1, -0.2], [0.0, -0.4, -0.1], [0.0, 0.0, -0.1], [-0.6, -0.2, 0.0], [-0.1, 0.2, 0.6], [-0.5, 0.3, 0.1], [0.3, 0.4, -0.5], [0.0, 0.1, -0.2], [0.2, 0.0, 0.1], [0.0, -0.2, 0.2], [-0.2, -0.3, -0.1], [-0.1, -0.2, 0.5], [-0.2, 0.1, 0.5], [0.1, 0.0, -1.8], [0.1, 0.1, 0.5], [-0.1, -0.2, 0.4], [-0.2, 0.4, 0.8], [-1.2, 0.2, 2.2], [-0.1, 0.1, 0.1], [0.1, 0.1, 0.0], [0.0, -0.2, 0.0], [0.2, 0.0, 0.0], [-0.2, 0.0, 0.0], [-0.1, -0.2, 0.0], [0.2, 0.1, 0.0], [-0.2, 0.3, 0.0], [0.0, -0.1, 0.0]], "mulliken_charge": [-0.05, -0.91, -0.19, 0.54, -0.16, -0.95, 0.49, -0.78, -0.49, -1.05, 0.45, -0.11, -0.75, 0.45, 0.30, 0.46, 0.38, 0.27, 0.41, 0.51, 3.47, -2.45, -1.72, 0.45, 0.48, 0.46, 0.37, 0.29, 0.41, 1.89, -0.93, -0.84, -1.06, -0.48, 0.12, -1.09, 0.36, 0.84, -0.63, 0.28, -0.46, 0.32, -0.60, 0.36, -0.03, 0.39, -0.13, 0.20, 0.37, 0.39, -1.02, -0.22, -1.00, -0.95, -0.37, 0.02, 0.31, 0.28, 0.28, 0.35, 0.30, 0.29, 0.28, 0.28, 0.34]}

No. 4
{"formula": "CH2NO3S", "method": "ωB97M-V with the def2-TZVPD basis set", "total_charge": -1, "species": ["C", "N", "O", "O", "O", "S", "H", "H"], "positions_angstrom": [[0.498, -0.229, -1.385], [1.153, -0.498, -0.160], [-0.873, -0.611, 2.976], [-1.934, 0.544, 1.124], [1.318, 0.791, -0.815], [-0.641, 0.336, 1.846], [1.072, -0.509, -2.239], [-0.594, 0.175, -1.347]], "forces_ev_per_angstrom": [[-1.0, 2.4, 1.3], [-0.6, -0.1, 0.6], [0.9, 0.7, -0.9], [1.5, 0.2, 0.1], [0.2, 0.3, 0.7], [-1.8, -1.0, 0.1], [-0.8, -1.0, -1.3], [1.6, -1.4, -0.6]], "mulliken_charge": [-0.07, -0.52, -0.55, -0.54, -0.32, 0.56, 0.26, 0.17]}

E_tot, respectively: -5512.19272 -9093.57774 -2412.60550 -717.86802 Ha.